# 1
ORCA calculation (ωB97M-V/def2-TZVPD) on C26H27N9S2Ta as an isolated structure in a non-equilibrium geometry.

XYZ file:
```
65
Properties=species:S:1:pos:R:3:forces:R:3
Ta 0.30323 0.79217 -1.33095 0.235 -0.572 0.021
N 1.97473 4.84561 -1.00838 -0.081 0.158 -0.040
C 1.89174 3.53266 -1.14187 0.263 -0.362 0.025
S 0.87172 2.90259 -2.45201 -0.160 0.000 -0.096
N 2.58690 2.74695 -0.36688 0.486 0.715 0.696
N 2.44885 1.45270 -0.67105 -1.700 -0.898 -0.852
C 3.41859 0.62581 -0.60933 0.056 0.259 0.113
C 3.25393 -0.63115 -1.31701 0.159 -0.449 -0.101
C 4.29298 -1.54193 -1.41999 -0.096 0.167 0.129
C 4.16948 -2.61576 -2.29138 -0.065 -0.113 -0.106
C 3.01452 -2.73465 -3.04523 0.057 0.030 0.115
C 1.99881 -1.80831 -2.85989 0.092 -0.108 -0.072
N 2.10234 -0.78473 -2.01072 -0.998 0.785 0.050
H 1.52887 5.45996 -1.66905 -0.003 0.015 -0.011
H 2.63046 5.24096 -0.34935 0.010 -0.044 0.008
H 4.38162 0.91809 -0.20290 -0.014 0.084 -0.010
H 5.19613 -1.39741 -0.84192 -0.007 0.032 -0.006
H 4.97159 -3.33518 -2.39054 0.013 0.019 -0.015
H 2.88753 -3.52758 -3.76850 0.004 -0.004 0.003
H 1.07585 -1.89716 -3.41299 0.043 -0.007 0.005
N 0.05078 -0.15706 0.24386 0.029 0.312 -0.696
C 0.01471 -0.85614 1.36175 0.080 -0.420 0.675
C -0.12659 -0.18309 2.64773 -0.006 0.175 0.058
C 0.65686 -0.55073 3.75375 -0.012 -0.119 -0.206
C 0.46858 0.07318 4.97171 0.022 0.063 0.063
C -0.50760 1.05416 5.10881 0.032 0.000 -0.083
C -1.28926 1.42535 4.01823 -0.046 0.075 0.060
C -1.09145 0.82638 2.79064 -0.054 -0.205 -0.076
C 0.07102 -2.31590 1.31554 0.025 0.176 -0.227
C -0.44506 -3.10310 2.36282 0.022 0.140 0.050
C -0.37088 -4.48172 2.29931 -0.060 -0.095 0.051
C 0.19628 -5.10388 1.19462 0.013 0.070 -0.030
C 0.68094 -4.33968 0.13365 0.036 0.021 -0.086
C 0.61615 -2.96551 0.19013 0.017 0.081 0.028
H 1.43874 -1.28870 3.62950 -0.041 -0.081 0.068
H 1.07802 -0.20399 5.82106 0.025 0.008 -0.021
H -0.66066 1.53406 6.06615 -0.008 -0.026 0.013
H -2.06315 2.17156 4.14088 -0.013 -0.017 -0.005
H -1.73961 1.05377 1.95190 -0.036 0.036 0.057
H -0.93568 -2.63763 3.20477 0.034 0.066 0.070
H -0.76611 -5.07948 3.10964 -0.009 0.025 -0.002
H 0.25932 -6.18329 1.14925 -0.022 0.001 0.034
H 1.11736 -4.82640 -0.72891 0.013 -0.010 0.029
H 1.02292 -2.36736 -0.61114 -0.028 -0.058 0.015
N -0.54329 3.16550 0.78822 0.093 0.045 -0.206
C -1.57764 3.15657 -0.10537 -0.042 0.053 0.089
C -2.43813 4.25863 -0.20344 -0.062 -0.028 0.051
C -3.42589 4.26662 -1.15559 0.102 -0.037 0.070
C -3.57014 3.15597 -1.99579 0.025 -0.019 0.027
C -2.69873 2.11488 -1.84843 -0.330 0.088 -0.052
N -1.69911 2.09985 -0.92996 1.066 -0.818 -0.318
H -0.53590 3.92582 1.45017 0.109 0.027 0.001
H -0.20270 2.29628 1.16905 -0.101 -0.009 0.052
H -2.31153 5.08385 0.48506 -0.003 0.015 -0.031
H -4.08842 5.11711 -1.24626 -0.004 -0.004 0.002
H -4.34218 3.12115 -2.74994 0.005 -0.039 0.000
H -2.78053 1.24918 -2.48513 0.059 0.033 -0.028
N -3.45124 -1.69079 -3.22247 -0.017 0.056 -0.148
C -2.47917 -1.39351 -2.38618 0.002 -0.006 0.411
N -2.59355 -1.65965 -1.09696 -0.217 -0.104 -0.119
S -1.06114 -0.65371 -3.06599 0.853 0.759 0.383
H -4.29595 -2.16276 -2.92989 0.023 -0.054 0.031
H -3.36337 -1.48430 -4.20710 0.011 0.046 0.010
H -3.41911 -2.12531 -0.74501 0.046 -0.004 0.079
H -1.79776 -1.57983 -0.48473 0.073 0.073 -0.004
```
Forces are in eV/Å.

E   -64011.699 eV
Net charge   +3
Orbital gap   6.141 eV
LUMO level   -10.463 eV

***

# 2
ORCA calculation (ωB97M-V/def2-TZVPD) on one molecule with the formula C26H27NO7 in a non-equilibrium geometry.

XYZ file:
```
61
Properties=species:S:1:pos:R:3:forces:R:3
C 7.05749 0.27844 -1.19668 -0.042 0.466 -0.103
O 6.70111 -0.87093 -0.43257 0.076 -0.350 -0.046
C 5.96065 -0.64987 0.64853 0.097 -0.391 0.140
O 5.65741 0.43927 1.05821 -0.104 0.154 0.041
C 5.56703 -1.95797 1.31655 -0.123 0.198 -0.029
C 4.27521 -1.76429 2.10442 0.104 0.117 -0.192
C 3.17188 -1.18868 1.24177 -0.011 0.127 1.109
O 2.25977 -0.51974 1.66903 0.270 0.053 -0.038
O 3.29607 -1.52879 -0.02786 0.027 -0.257 -0.691
C 2.32376 -0.95619 -0.93161 0.145 -0.273 -0.331
C 2.29978 -1.85757 -2.16729 0.135 0.070 0.361
C 2.86013 0.43493 -1.35002 -0.003 -0.076 0.131
O 3.96585 0.48709 -1.87320 -0.126 -0.158 0.049
C 2.03797 1.56829 -1.11243 -0.123 0.359 -0.013
C 0.80877 1.49470 -0.51851 0.195 -0.331 -0.075
C 0.00882 2.64795 -0.23901 -0.217 0.054 0.089
C -1.20470 2.57566 0.36165 0.333 0.298 -0.229
C -1.99979 3.79159 0.67642 -0.003 -0.013 0.069
C -1.92357 5.01087 -0.19275 0.089 0.028 0.018
C -3.16999 4.18503 -0.18973 -0.160 0.015 -0.004
N -1.71967 1.35071 0.73059 0.170 0.209 -0.108
C -3.00305 1.20035 1.40493 -0.475 -0.178 0.243
C -3.81167 0.08956 0.78527 -0.031 0.003 0.235
C -4.08385 -1.07842 1.47854 0.057 0.325 -0.095
C -4.80679 -2.10604 0.89688 -0.230 -0.338 -0.179
C -5.26748 -1.97744 -0.40901 0.091 0.141 0.099
O -5.98082 -2.91510 -1.08116 0.088 0.298 -0.129
C -6.26151 -4.13830 -0.44240 -0.049 -0.213 0.116
C -4.99420 -0.80059 -1.11166 -0.061 -0.132 -0.029
C -4.27680 0.21412 -0.52087 -0.068 -0.129 0.064
C -0.99093 0.23848 0.50581 0.651 -0.316 -0.334
C 0.22476 0.24950 -0.10587 -0.701 0.312 0.273
C 0.94872 -1.01442 -0.25320 -0.224 -0.372 -0.028
O 0.47588 -2.08755 0.06671 0.112 0.177 -0.141
H 7.51421 1.03311 -0.55371 0.020 -0.064 -0.075
H 7.76047 -0.06521 -1.95086 -0.011 -0.012 0.046
H 6.15978 0.69124 -1.66021 0.150 -0.029 0.043
H 5.45416 -2.71833 0.54508 0.073 0.002 0.071
H 6.37429 -2.25952 1.98753 0.015 -0.009 -0.056
H 3.92228 -2.71628 2.50692 -0.015 0.024 0.006
H 4.42655 -1.07195 2.93357 -0.101 -0.072 -0.076
H 3.29745 -1.88266 -2.59804 0.022 0.070 -0.047
H 1.99274 -2.85979 -1.87862 -0.075 -0.010 0.031
H 1.59925 -1.45794 -2.89706 -0.054 0.023 -0.089
H 2.44558 2.52612 -1.39953 0.029 0.106 -0.047
H 0.41361 3.61415 -0.49411 -0.063 0.128 0.005
H -2.11027 3.96723 1.74224 -0.068 0.064 -0.048
H -1.30514 4.97699 -1.07518 0.061 -0.082 -0.069
H -1.94219 5.97607 0.28880 -0.036 0.020 0.095
H -4.05713 4.57617 0.28570 -0.014 0.040 0.090
H -3.37267 3.58582 -1.06468 0.071 -0.083 -0.078
H -2.82478 0.98669 2.46494 -0.078 0.083 -0.075
H -3.55235 2.13854 1.32494 0.163 -0.097 0.066
H -3.72850 -1.19687 2.49219 0.057 -0.004 0.106
H -4.99660 -2.99976 1.46911 -0.036 -0.104 0.017
H -6.81708 -4.72854 -1.16916 0.039 0.008 0.090
H -6.87719 -3.99293 0.45103 0.039 -0.001 -0.029
H -5.34348 -4.66879 -0.17158 -0.033 0.029 0.002
H -5.35736 -0.71306 -2.12306 -0.047 0.014 -0.131
H -4.06972 1.11542 -1.07882 0.034 0.114 -0.093
H -1.41218 -0.70056 0.83308 -0.030 -0.035 0.002
```
Forces are in eV/Å.

E   -43222.238 eV
Structure (SMILES)   COC(=O)CCC(=O)O[C@]1(C)C(=O)C=C2C=C(C3CC3)N(Cc3ccc(OC)cc3)C=C2C1=O
Net charge   0
Orbital gap   7.677 eV
LUMO level   0.247 eV